Version w
This record from the OMol25 dataset describes a single C4H9BO2 molecule. The level of theory is wB97M-V/def2-TZVPD.

Geometry as XYZ:
```
16
Properties=species:S:1:pos:R:3:mulliken_charge:R:1
O 2.72 1.02 0.56 -0.586
O 0.64 0.61 0.14 -0.470
C 2.05 -0.85 -0.87 -1.041
C -1.79 1.24 -0.51 -0.916
C 1.86 0.27 0.11 0.718
C -1.17 -0.79 1.22 -0.933
B -0.68 0.36 0.19 0.509
H -2.05 -1.29 0.83 0.312
H -1.52 -0.31 2.26 0.277
H -1.45 2.24 -0.31 0.313
H 1.67 -0.47 -1.84 0.270
H -2.86 1.02 -0.16 0.218
H 1.60 -1.76 -0.68 0.393
H -1.80 1.11 -1.59 0.334
H 3.09 -0.99 -0.83 0.316
H -0.31 -1.40 1.49 0.286
```

Output
- LUMO energy (eV) = 0.41
- SMILES = CB(C)OC(C)=O
- 2S+1 = 1
- highest occupied orbital energy (Ha) = -0.3814
- gap between HOMO and LUMO (eV) = 10.8

Version x
This record from the OMol25 dataset describes a single C4H9BO2 molecule. The level of theory is wB97M-V/def2-TZVPD.

Geometry as XYZ:
```
16
Properties=species:S:1:pos:R:3:mulliken_charge:R:1
O 0.29 -1.79 0.19 -0.010
O -1.62 0.34 -0.49 -0.511
C 1.07 -1.15 -0.64 -0.433
C 0.78 0.24 -1.03 -0.256
C -0.39 1.02 -0.37 0.068
C 0.02 1.45 1.00 -1.277
B -0.53 -2.39 0.91 0.049
H 1.23 -1.84 -1.54 0.214
H -0.88 1.30 1.77 0.284
H 1.65 0.99 -0.83 0.287
H 0.75 0.80 1.43 0.326
H -1.00 -2.98 1.72 0.034
H -0.52 1.98 -0.98 0.352
H -1.47 -0.58 0.07 0.285
H 0.24 2.49 0.92 0.373
H 0.37 0.12 -2.13 0.213
```

Output
- LUMO energy (spin up / spin down) (eV) = 0.20 / 0.29
- 2S+1 = 1
- highest occupied orbital energy (spin up / spin down) (Ha) = -0.2398 / -0.2631
- gap between HOMO and LUMO (spin up / spin down) (eV) = 6.7 / 7.5

It is version w that is most stable; the runner-up trails by 584.5 kJ/mol.

Version w
This record from the OMol25 dataset describes 2 unconnected molecules or ions with the total composition C4H9BO2. The level of theory is wB97M-V/def2-TZVPD.

Geometry as XYZ:
```
16
Properties=species:S:1:pos:R:3:mulliken_charge:R:1
O 1.55 -1.46 0.13 -0.529
O 3.30 0.01 0.75 -0.558
C 1.64 0.95 -0.83 -1.191
C -1.70 -1.16 -0.67 -0.306
C -3.29 0.19 0.89 -0.975
C -2.57 -0.67 -0.01 0.060
B 2.08 -0.19 0.20 0.571
H 3.57 0.90 0.76 0.301
H -3.63 1.16 0.26 0.219
H -4.11 -0.34 1.41 0.297
H 2.21 -2.17 0.15 0.297
H 1.39 1.85 -0.47 0.481
H -2.74 0.35 1.78 0.285
H 0.75 0.80 -1.45 0.282
H 2.49 1.12 -1.52 0.354
H -0.95 -1.35 -1.38 0.412
```

Output
- LUMO energy (eV) = 0.46
- SMILES = CB(O)O.C#CC
- 2S+1 = 1
- highest occupied orbital energy (Ha) = -0.3559
- gap between HOMO and LUMO (eV) = 10.1

Version x
This record from the OMol25 dataset describes a single C4H9BO2 molecule. The level of theory is wB97M-V/def2-TZVPD.

Geometry as XYZ:
```
16
Properties=species:S:1:pos:R:3:mulliken_charge:R:1
O 0.85 1.14 0.73 -0.516
O -1.36 -1.64 0.32 -0.494
C -1.07 -0.36 -0.02 0.292
C -1.93 0.81 0.46 -0.401
C 2.41 -0.79 -0.36 -1.065
C -2.03 0.37 -1.02 -0.754
B 0.79 -0.06 -0.01 0.464
H 2.74 -0.19 -1.21 0.306
H -2.77 0.42 1.10 0.177
H 2.80 -0.76 0.57 0.344
H -1.55 1.76 0.84 0.230
H -1.81 1.08 -1.84 0.239
H 2.32 -1.79 -0.73 0.295
H -2.88 -0.26 -1.16 0.281
H -2.28 -1.69 -0.02 0.314
H 1.69 1.49 0.80 0.289
```

Output
- LUMO energy (eV) = 0.57
- SMILES = CB(O)C1(O)CC1
- 2S+1 = 1
- highest occupied orbital energy (Ha) = -0.3294
- gap between HOMO and LUMO (eV) = 9.5

It is version w that is most stable; the runner-up trails by 169.2 kJ/mol.

Version w
This record from the OMol25 dataset describes a gas-phase ion, C7H11N2O3 (charge +1). The level of theory is wB97M-V/def2-TZVPD.

Geometry as XYZ:
```
23
Properties=species:S:1:pos:R:3:mulliken_charge:R:1
O 3.21 0.28 -0.38 -0.479
O -2.25 0.09 -0.93 -0.327
O -0.58 2.58 0.93 -0.530
N 1.06 -0.32 0.29 0.061
N 1.15 1.74 -1.07 -0.748
C -0.90 -1.86 0.04 -0.532
C -1.40 -0.92 -1.04 0.030
C -2.18 0.86 0.24 -0.351
C -0.71 1.49 0.44 0.319
C 0.33 0.77 -0.29 0.283
C 2.33 -0.49 0.19 0.138
C 0.21 -1.32 1.04 -1.027
H 1.23 2.47 -0.43 0.296
H 2.90 -1.26 0.72 0.357
H 0.69 1.88 -1.92 0.232
H -2.82 1.68 0.12 0.481
H -1.81 -2.08 0.69 0.345
H -0.14 -0.78 1.87 0.376
H -1.22 -1.38 -2.08 0.355
H 0.86 -1.95 1.57 0.576
H -0.55 -2.75 -0.42 0.443
H -2.17 0.28 1.26 0.210
H 2.75 0.98 -0.84 0.491
```

Output
- LUMO energy (spin up / spin down) (eV) = -4.79 / -4.78
- 2S+1 = 1
- total charge = +1
- highest occupied orbital energy (spin up / spin down) (Ha) = -0.4440 / -0.4442
- gap between HOMO and LUMO (spin up / spin down) (eV) = 7.3 / 7.3

Version x
This record from the OMol25 dataset describes 2 unconnected molecules or ions with the total composition C7H11N2O3. The level of theory is wB97M-V/def2-TZVPD.

Geometry as XYZ:
```
23
Properties=species:S:1:pos:R:3:mulliken_charge:R:1
O -1.49 0.25 -2.71 -0.484
O 2.62 0.24 1.32 -0.419
O 1.77 0.00 -1.19 -0.248
N 0.11 0.41 0.42 -0.338
N -2.15 0.46 -0.01 -0.139
C 0.89 -0.06 -2.32 0.405
C 1.07 -1.50 -2.86 -1.255
C 2.25 0.38 2.60 -0.562
C -2.67 0.68 1.35 -0.887
C -0.58 0.24 -1.94 0.334
C 1.27 0.23 -0.06 0.531
C -0.93 0.35 -0.42 0.407
H 1.75 -1.59 -3.61 0.401
H -1.89 1.14 1.79 0.365
H -3.37 1.48 1.21 0.373
H -2.76 0.33 -0.84 0.306
H 1.02 0.78 -3.10 0.314
H 1.76 -0.41 3.03 0.301
H -3.06 -0.24 1.59 0.360
H 1.79 1.39 2.65 0.250
H 1.37 -2.20 -1.99 0.311
H 0.23 -1.86 -3.36 0.427
H 3.20 0.29 3.27 0.248
```

Output
- LUMO energy (spin up / spin down) (eV) = -5.53 / -5.53
- 2S+1 = 1
- total charge = +1
- highest occupied orbital energy (spin up / spin down) (Ha) = -0.4969 / -0.4969
- gap between HOMO and LUMO (spin up / spin down) (eV) = 8.0 / 8.0

Version y
This record from the OMol25 dataset describes a molecular structure, C7H11N2O3. The level of theory is wB97M-V/def2-TZVPD.

Geometry as XYZ:
```
23
Properties=species:S:1:pos:R:3:mulliken_charge:R:1
O -2.86 1.82 0.99 -0.523
O 0.66 -0.83 0.92 -0.270
O -2.91 -2.56 -0.24 -0.466
N -1.45 -0.84 -0.74 0.140
N -3.31 -0.37 0.45 -0.040
C 2.06 -0.67 0.75 -0.769
C -2.56 0.85 0.37 0.236
C -2.74 -1.39 -0.19 0.369
C -1.37 0.52 -0.38 0.416
C -0.62 1.56 -1.12 -0.987
C -0.15 0.24 1.23 -0.413
C -0.34 -1.50 -0.87 -0.583
H -0.87 -0.07 1.94 0.379
H 2.50 0.33 0.63 0.360
H -4.25 -0.44 0.88 0.273
H 0.25 0.99 -1.52 0.218
H -1.04 2.10 -1.97 0.350
H 2.33 -1.37 -0.03 0.325
H 0.45 1.19 1.36 0.381
H -0.40 2.24 -0.35 0.370
H 2.29 -1.19 1.64 0.360
H -0.45 -2.55 -0.71 0.380
H 0.39 -0.95 -1.31 0.494
```

Output
- LUMO energy (eV) = -4.58
- 2S+1 = 1
- total charge = +1
- highest occupied orbital energy (Ha) = -0.5144
- gap between HOMO and LUMO (eV) = 9.4

It is version y that is most stable; the runner-up trails by 143.7 kJ/mol.

Version w
This record from the OMol25 dataset describes a molecular structure, C12H30N2O4Tl. The level of theory is wB97M-V/def2-TZVPD.

Geometry as XYZ:
```
49
Properties=species:S:1:pos:R:3:mulliken_charge:R:1
Tl 10.68 18.31 -18.03 1.358
O 12.47 16.22 -18.68 -0.105
O 10.03 21.04 -18.76 -0.111
O 10.41 18.83 -20.92 -0.047
O 12.72 18.21 -15.95 -0.115
N 11.98 20.74 -16.76 0.067
N 13.07 18.95 -19.66 0.036
C 9.26 18.63 -21.76 -0.931
C 11.52 19.28 -21.64 -0.988
C 13.14 16.95 -15.38 -0.842
C 13.31 20.54 -16.20 -0.783
C 13.43 19.28 -15.35 -0.670
C 11.94 21.93 -17.60 -0.826
C 12.51 19.85 -20.67 -0.344
C 8.65 21.23 -19.13 -0.713
C 13.63 17.67 -20.10 -0.586
C 13.76 16.71 -18.90 -0.601
C 12.42 14.85 -18.22 -0.942
C 10.56 22.23 -18.19 -0.794
H 14.49 18.98 -15.32 0.398
H 13.09 19.48 -14.33 0.451
H 14.12 17.25 -18.01 0.146
H 11.92 18.47 -22.26 0.488
H 11.36 20.94 -15.97 0.314
H 14.48 15.94 -19.16 0.645
H 9.53 18.01 -22.62 0.332
H 12.67 21.86 -18.41 0.461
H 12.66 14.68 -17.17 0.350
H 13.86 19.44 -19.23 0.318
H 14.19 16.77 -15.61 0.435
H 8.80 19.56 -22.09 0.385
H 13.56 21.39 -15.55 0.423
H 14.61 17.85 -20.56 0.450
H 12.97 16.92 -14.30 0.393
H 14.09 20.55 -16.97 0.442
H 11.42 14.48 -18.44 0.358
H 11.25 20.09 -22.33 0.515
H 13.05 14.23 -18.85 0.357
H 8.00 21.14 -18.25 0.335
H 8.49 22.20 -19.60 0.334
H 12.22 22.81 -17.00 0.461
H 11.99 20.67 -20.18 -0.085
H 8.51 18.10 -21.17 0.341
H 12.97 17.23 -20.85 0.251
H 12.57 16.17 -15.89 0.031
H 8.38 20.39 -19.78 0.186
H 9.88 22.63 -17.43 0.553
H 10.72 22.99 -18.96 0.401
H 13.34 20.27 -21.26 0.470
```

Output
- LUMO energy (eV) = -16.02
- 2S+1 = 1
- total charge = +3
- highest occupied orbital energy (Ha) = -0.7241
- gap between HOMO and LUMO (eV) = 3.7

Version x
This record from the OMol25 dataset describes a molecular structure, C12H30N2O4Tl. The level of theory is wB97M-V/def2-TZVPD.

Geometry as XYZ:
```
49
Properties=species:S:1:pos:R:3:mulliken_charge:R:1
Tl 0.63 0.21 -0.83 1.001
O 3.03 3.83 0.38 -0.190
O 0.11 -2.50 -4.09 -0.249
O -1.03 -3.60 0.76 -0.227
O -1.59 2.54 2.49 -0.214
N -0.76 -4.41 -2.11 -0.028
N 1.02 3.80 2.48 -0.017
C 0.03 -1.67 -5.23 -0.699
C 3.15 4.31 -0.86 -0.667
C -3.01 2.48 2.16 -0.695
C -1.34 3.77 3.34 -0.615
C 0.02 -4.93 -3.24 -0.680
C -1.75 -4.69 0.10 -0.736
C 3.13 4.80 1.43 -0.605
C -0.07 -3.90 -4.38 -0.698
C -1.42 -3.47 2.14 -0.687
C 0.19 3.70 3.71 -0.666
C -0.80 -5.29 -0.96 -0.591
C 2.41 4.37 2.74 -0.720
H -1.69 -4.14 -2.39 0.317
H -1.29 -4.51 2.43 0.363
H -1.89 3.84 4.28 0.432
H -3.65 2.66 3.02 0.337
H -2.03 -5.58 0.66 0.489
H -3.09 1.43 1.85 0.206
H 0.32 2.73 4.20 0.316
H 1.06 -1.47 -5.54 0.324
H 0.22 -5.15 -0.62 0.368
H -0.34 -5.88 -3.63 0.380
H 0.57 4.51 1.92 0.295
H -0.91 -6.34 -1.25 0.491
H -1.71 4.65 2.81 0.436
H 0.47 -4.31 -5.23 0.468
H 4.21 4.50 -1.02 0.342
H 4.17 5.00 1.69 0.439
H -2.65 -4.20 -0.29 0.403
H 1.00 -5.18 -2.83 0.448
H -0.38 -0.70 -4.96 0.239
H -3.19 3.14 1.32 0.328
H 2.96 3.47 3.02 0.353
H -1.09 -3.93 -4.78 0.453
H -2.50 -3.33 2.22 0.325
H 2.67 5.74 1.11 0.434
H -0.63 -2.04 -6.01 0.341
H 2.48 5.11 3.54 0.439
H -0.87 -2.66 2.63 0.238
H 2.59 5.23 -1.02 0.352
H 0.37 4.46 4.46 0.429
H 2.88 3.58 -1.63 0.196
```

Output
- LUMO energy (eV) = -15.03
- 2S+1 = 1
- total charge = +3
- highest occupied orbital energy (Ha) = -0.6100
- gap between HOMO and LUMO (eV) = 1.6

It is version w that is most stable; the runner-up trails by 212.5 kJ/mol.

Version w
This record from the OMol25 dataset describes a gas-phase ion, C5H9NO (charge -1). The level of theory is wB97M-V/def2-TZVPD.

Geometry as XYZ:
```
16
Properties=species:S:1:pos:R:3:mulliken_spin:R:1
O 0.24 1.75 0.89 0.233
N 1.51 -1.62 0.75 0.370
C 0.39 -0.35 -1.02 0.125
C 0.40 -0.59 0.54 0.159
C 0.25 0.60 1.39 0.436
C -0.99 -0.07 -1.61 0.008
C -2.09 0.52 -0.99 -0.014
H -2.99 0.87 -1.59 0.002
H 0.23 0.47 2.47 0.036
H 0.87 -1.15 -1.59 -0.054
H 1.22 0.45 -0.96 0.043
H -0.65 -0.89 0.76 0.060
H 2.01 -1.95 -0.06 -0.105
H -1.14 -0.19 -2.65 -0.014
H 2.25 -1.27 1.35 -0.301
H -2.14 0.30 0.04 0.015
```

Output
- LUMO energy (spin up / spin down) (eV) = 4.29 / 4.21
- 2S+1 = 2
- total charge = -1
- highest occupied orbital energy (spin up / spin down) (Ha) = 0.0183 / -0.1260
- gap between HOMO and LUMO (spin up / spin down) (eV) = 3.8 / 7.6

Version x
This record from the OMol25 dataset describes 2 unconnected molecules or ions with the total composition C5H9NO. The level of theory is wB97M-V/def2-TZVPD.

Geometry as XYZ:
```
16
Properties=species:S:1:pos:R:3:mulliken_spin:R:1
O 2.85 0.53 0.41 0.000
N 1.30 -1.40 0.61 0.033
C -2.64 0.76 -0.65 -0.125
C -1.92 1.89 -0.96 0.525
C 0.39 -0.55 0.93 -0.026
C -2.62 -0.49 -1.25 0.546
C 2.71 -0.70 0.86 -0.006
H -2.06 2.73 -0.30 0.017
H -1.40 1.92 -1.90 0.002
H -3.39 0.80 0.13 0.004
H -0.31 -0.88 1.71 0.002
H 3.43 -1.42 0.40 0.001
H 0.21 0.27 0.22 0.003
H -1.83 -0.84 -1.90 0.008
H 2.83 -0.81 1.96 0.001
H -3.45 -1.15 -1.08 0.015
```

Output
- LUMO energy (spin up / spin down) (eV) = 3.65 / 2.32
- 2S+1 = 2
- total charge = -1
- highest occupied orbital energy (spin up / spin down) (Ha) = -0.0893 / -0.0887
- gap between HOMO and LUMO (spin up / spin down) (eV) = 6.1 / 4.7

It is version w that is most stable; the runner-up trails by 138.0 kJ/mol.

Version w
This record from the OMol25 dataset describes 2 unconnected molecules or ions with the total composition CH4Br2N3O. The level of theory is wB97M-V/def2-TZVPD.

Geometry as XYZ:
```
11
Properties=species:S:1:pos:R:3:mulliken_charge:R:1
Br -0.15 -2.66 0.00 0.259
Br 3.36 0.89 0.01 0.111
O 0.33 1.18 0.08 -0.495
N -2.06 0.78 -0.09 -0.225
N -0.07 -0.95 0.07 -0.368
N 2.08 -0.33 -0.22 -0.318
C 0.75 0.06 -0.03 0.821
H -2.23 -0.16 0.04 0.310
H -2.32 1.20 0.81 0.321
H -1.91 1.29 -0.87 0.281
H 2.22 -1.30 0.21 0.304
```

Output
- LUMO energy (spin up / spin down) (eV) = -7.24 / -7.75
- 2S+1 = 1
- total charge = +1
- highest occupied orbital energy (spin up / spin down) (Ha) = -0.4971 / -0.5032
- gap between HOMO and LUMO (spin up / spin down) (eV) = 6.3 / 5.9

Version x
This record from the OMol25 dataset describes a molecular structure, CH4Br2N3O. The level of theory is wB97M-V/def2-TZVPD.

Geometry as XYZ:
```
11
Properties=species:S:1:pos:R:3:mulliken_charge:R:1
Br -1.21 -2.06 -0.34 0.054
Br 3.71 0.09 -0.31 0.143
O 0.70 1.16 -0.64 -0.478
N -1.69 0.49 -0.15 -0.252
N 1.93 -0.38 0.48 -0.424
N -0.79 -0.52 0.47 -0.312
C 0.91 0.18 -0.05 0.884
H -2.52 0.04 -0.75 0.440
H 2.09 -1.12 1.20 0.333
H -0.99 1.13 -0.56 0.278
H -2.14 0.97 0.64 0.336
```

Output
- LUMO energy (eV) = -5.72
- 2S+1 = 1
- total charge = +1
- highest occupied orbital energy (Ha) = -0.5083
- gap between HOMO and LUMO (eV) = 8.1

It is version x that is most stable; the runner-up trails by 183.3 kJ/mol.